Record 1
{"formula": "C4H12NS2", "method": "ωB97M-V/def2-TZVPD", "gap_ev": [6.91, 8.57], "charge": 1, "homo_energy_ev": [-12.541, -12.780], "e_above_lowest_kcal_mol": 74.63, "spin_multiplicity": 1, "symbols": ["C", "C", "C", "C", "N", "S", "S", "H", "H", "H", "H", "H", "H", "H", "H", "H", "H", "H", "H"], "positions_angstrom": [[1.57453, -1.32696, -0.62466], [-0.72550, -1.70893, 0.37564], [0.84355, 0.33908, 0.85324], [0.29861, -0.65604, -0.04834], [-0.30850, 0.19793, -1.25116], [-1.79354, 4.22367, 0.65397], [-1.58372, 2.18991, 0.76983], [2.00805, -1.90648, 0.20147], [2.51434, -0.72616, -0.82469], [1.22872, -2.03645, -1.46365], [-0.59131, -2.29647, 1.24488], [-1.04614, -2.27070, -0.45498], [-1.59312, -1.15357, 0.65040], [1.04691, 0.11815, 1.82471], [1.39936, 1.14765, 0.41306], [0.44079, 0.70268, -1.74501], [-0.90786, 0.86840, -0.66900], [-0.94731, -0.31484, -1.87901], [-1.85785, 4.60913, 1.97330]], "forces_ev_per_angstrom": [[0.46, -1.50, -0.43], [-0.49, 2.41, -0.15], [-0.97, 1.43, -1.28], [1.76, -0.71, -2.00], [-0.95, -0.33, 1.74], [0.30, -1.11, 0.20], [-0.36, 1.53, 0.79], [-0.55, -0.50, -0.21], [-1.65, 0.03, -0.57], [1.07, 1.01, 1.07], [1.14, -0.67, 0.65], [0.02, -1.10, -1.01], [-1.06, 0.60, 0.27], [0.37, -0.63, 2.63], [0.12, 0.20, -0.05], [-0.52, -0.26, 0.12], [0.56, 0.06, -1.37], [0.70, 0.11, 0.13], [0.02, -0.57, -0.52]], "mulliken_charge": [-1.36, -1.49, -1.35, 1.17, -0.14, -0.07, -0.11, 0.42, 0.38, 0.35, 0.43, 0.44, 0.39, 0.45, 0.42, 0.39, 0.08, 0.38, 0.22]}


Record 2
{"formula": "C3H2F2S2", "method": "ωB97M-V/def2-TZVPD", "gap_ev": 8.45, "smiles": "FC1=C(F)SSC1", "homo_energy_ev": -8.341, "e_above_lowest_kcal_mol": 14.86, "spin_multiplicity": 1, "symbols": ["C", "C", "C", "F", "F", "S", "S", "H", "H"], "positions_angstrom": [[0.11337, -0.75523, -0.04307], [-1.16684, -0.44308, -0.15270], [1.02110, 0.38613, 0.14712], [0.55642, -1.99577, -0.26165], [-2.16905, -1.28285, -0.32088], [-1.66092, 1.23015, 0.03812], [0.23818, 1.93353, -0.42118], [1.12459, 0.49336, 1.37326], [1.94314, 0.43377, -0.35900]], "forces_ev_per_angstrom": [[-0.69, 0.08, -1.51], [-0.17, 0.36, 0.11], [-0.40, 1.35, 4.35], [0.34, -0.06, 0.30], [-0.25, -0.61, -0.03], [-0.31, 0.29, 0.14], [-0.20, -0.50, -0.11], [0.42, -0.19, -2.94], [1.26, -0.71, -0.32]], "mulliken_charge": [0.26, 0.35, -0.52, -0.27, -0.24, -0.14, -0.06, 0.24, 0.38]}